Record 1
Here is a molecular structure, C9H10N2OS from the Open Molecules 2025 dataset. Energies are from the ωB97M-V functional and the def2-TZVPD basis.

The geometry in XYZ format:
```
23
Properties=species:S:1:pos:R:3
C 2.2104 -0.4836 -1.6876
C 2.3640 0.7417 -0.7989
C 1.3584 -1.4578 -1.3226
C 1.6779 0.8552 0.3332
C 0.5003 -1.3199 -0.1963
C 0.7920 -0.2061 0.7479
C -1.8844 1.4487 0.3417
C -1.4645 0.8912 -0.7787
C -2.3099 0.3442 1.4149
N -2.0299 -0.9677 0.8246
N 0.2558 -0.3693 1.8937
O -1.8171 -1.8665 -1.4592
S -1.3278 -0.8723 -0.4618
H 2.8561 -0.6359 -2.5321
H 2.9646 1.5678 -1.2077
H 1.4294 -2.4491 -1.7360
H 1.8563 1.6575 0.9722
H 0.2320 -2.3513 0.3850
H -1.9287 2.4953 0.4743
H -0.8364 1.4348 -1.4972
H -1.7833 0.5598 2.2435
H -3.3577 0.3970 1.6338
H 0.2423 0.5866 2.4135
```

Calculated values
Total charge: 0
Gap between HOMO and LUMO (eV): 8.4
F_max (eV Å⁻¹): 5.1
LUMO energy (eV): -0.37

***

Record 2
Here is a gas-phase ion, C2H10N3 (charge +1) from the Open Molecules 2025 dataset. Energies are from the ωB97M-V functional and the def2-TZVPD basis.

The geometry in XYZ format:
```
15
Properties=species:S:1:pos:R:3
N -1.2383 0.3394 -1.5422
C 0.1771 0.1946 -1.4925
N 0.6140 -0.3918 -0.2024
C -0.1448 0.1345 1.0756
N 0.6327 -0.3070 2.1709
H -1.6804 0.3355 -2.4505
H -1.6568 1.0750 -1.0026
H 0.6975 1.1250 -1.7468
H 0.5154 -0.4794 -2.2821
H 0.4620 -1.3959 -0.1847
H 1.6005 -0.2019 -0.0397
H -1.1569 -0.2611 1.0066
H -0.0504 1.2077 0.9327
H 0.4609 0.2525 2.9918
H 0.5699 -1.2721 2.4239
```

Calculated values
Total charge: +1
Gap between HOMO and LUMO (eV): 11.0
F_max (eV Å⁻¹): 1.9
LUMO energy (eV): -3.18

***

Record 3
Here is a gas-phase ion, C7H14P (charge +1) from the Open Molecules 2025 dataset. Energies are from the ωB97M-V functional and the def2-TZVPD basis.

The geometry in XYZ format:
```
22
Properties=species:S:1:pos:R:3
C -1.5654 1.3340 0.5074
C -1.9180 0.4068 -0.3953
C -0.1994 1.4764 0.9311
C -0.8840 -0.6682 -0.6730
C -1.1846 -2.0436 -0.0308
C 1.8765 -0.8380 1.0091
C 1.4960 0.9525 -1.1907
P 0.6311 0.1289 0.0913
H -2.3074 2.1581 0.5893
H -2.8551 0.3798 -0.8230
H 0.2848 2.3849 0.6381
H -0.2824 1.5031 2.0834
H -0.8200 -0.8645 -1.8008
H -1.4563 -1.8936 0.9651
H -0.2216 -2.4988 -0.2483
H -2.1045 -2.3785 -0.5938
H 2.2445 -1.8330 0.4674
H 1.4972 -1.2449 1.9098
H 2.7700 -0.2090 1.0474
H 1.6776 2.1240 -1.0126
H 0.8644 1.0712 -2.0358
H 2.4565 0.5524 -1.4353
```

Calculated values
Total charge: +1
Gap between HOMO and LUMO (eV): 10.8
F_max (eV Å⁻¹): 4.7
LUMO energy (eV): -2.76

***

Record 4
Here is 4 unconnected molecules or ions with the total composition H8O4 from the Open Molecules 2025 dataset. Energies are from the ωB97M-V functional and the def2-TZVPD basis.

The geometry in XYZ format:
```
12
Properties=species:S:1:pos:R:3
O 0.3788 0.5184 1.5624
H 0.0646 1.0416 0.8145
H -0.3957 -0.0199 1.7196
O -0.7870 -0.2951 -1.0896
H -0.6434 -1.1245 -0.6480
H -1.4380 -0.5464 -1.7099
O 0.5610 -2.1069 0.6075
H 1.1927 -2.5440 0.0081
H 0.8703 -1.2329 0.6775
O -0.0636 2.3555 -0.3410
H -0.5297 1.5991 -0.7541
H 0.7900 2.3551 -0.8470
```

Calculated values
Total charge: 0
Gap between HOMO and LUMO (eV): 11.7
F_max (eV Å⁻¹): 2.7
LUMO energy (eV): 0.50

***

Record 5
Here is a molecular structure, C32H35F5N4O5PbSTe from the Open Molecules 2025 dataset. Energies are from the ωB97M-V functional and the def2-TZVPD basis.

The geometry in XYZ format:
```
84
Properties=species:S:1:pos:R:3
Pb -0.3183 -0.2547 0.0277
C 0.4911 3.0814 -0.1186
N -0.0812 2.1541 0.8682
C 0.5793 2.3639 2.1636
C -1.5311 2.3266 1.0216
C -2.2871 2.2461 -0.3014
N -1.7313 1.2108 -1.1670
C -2.0433 1.2852 -2.4911
C -1.2575 0.6003 -3.4313
F -0.2559 -0.1705 -2.9518
C -1.4320 0.6933 -4.7887
F -0.5745 0.0435 -5.5918
C -2.4504 1.4485 -5.3345
C -3.2861 2.0805 -4.4388
F -4.3273 2.7909 -4.8972
C -3.1075 2.0011 -3.0717
F -4.0301 2.6059 -2.2907
H 0.3181 4.1232 0.1827
H 0.0420 2.9132 -1.0977
H 1.5625 2.9020 -0.1823
H 0.3520 3.3689 2.5457
H 1.6558 2.2665 2.0374
H 0.2383 1.6195 2.8788
H -1.7507 3.2971 1.4854
H -1.8755 1.5523 1.7196
H -2.2318 3.2222 -0.7980
H -3.3400 2.0801 -0.0620
H -2.5909 1.5306 -6.4021
O 0.0737 -0.6484 2.6783
S 0.3632 -1.4571 3.9133
C 2.1485 -1.3082 4.2518
C 2.7005 0.0635 4.4608
C 3.1319 0.7957 3.3576
C 3.6427 2.0757 3.5202
C 3.7316 2.6360 4.7872
C 3.3137 1.9081 5.8955
C 2.8015 0.6288 5.7313
C -0.3153 -0.4480 5.2741
C -1.6919 0.0266 4.8912
C -1.9692 1.3868 4.8563
C -3.2246 1.8433 4.4735
C -4.2119 0.9405 4.1075
C -3.9439 -0.4242 4.1442
C -2.6930 -0.8763 4.5341
H 2.5496 -1.7562 3.3432
H 2.3265 -1.9841 5.0932
H 3.0662 0.3590 2.3645
H 3.9670 2.6389 2.6527
H 4.1364 3.6328 4.9153
H 3.3833 2.3364 6.8874
H 2.5049 0.0527 6.6020
H 0.3579 0.3881 5.4516
H -0.3342 -1.1013 6.1517
H -1.1998 2.0975 5.1390
H -3.4297 2.9073 4.4577
H -5.1876 1.2951 3.7990
H -4.7125 -1.1366 3.8686
H -2.4896 -1.9426 4.5595
C 3.1292 -4.7275 2.0618
Te 2.7367 -3.1894 0.6102
C 0.9968 -4.2008 -0.0839
H 2.2796 -4.8430 2.7376
H 4.0098 -4.4380 2.6381
H 3.3306 -5.6781 1.5691
H 1.2892 -5.1142 -0.5972
H 0.4996 -3.5336 -0.7870
H 0.3350 -4.4335 0.7495
F 7.4010 0.3813 -3.1230
C 6.4315 0.6925 -2.2588
C 5.1525 0.6715 -2.6277
N 4.1275 1.0248 -1.7688
C 2.7415 0.7284 -2.1498
C 2.4815 -0.7723 -1.9259
O 3.2201 -1.5681 -2.4760
O 1.5403 -1.0481 -1.0800
C 4.3805 1.3102 -0.4432
O 3.5051 1.5141 0.3869
N 5.7148 1.3594 -0.1149
C 6.8280 1.0624 -0.9138
O 7.9495 1.1270 -0.4717
H 4.8628 0.3789 -3.6251
H 2.6016 0.9724 -3.2014
H 2.0899 1.3325 -1.5311
H 5.9192 1.5842 0.8470
```

Calculated values
Total charge: 0
Gap between HOMO and LUMO (eV): 7.4
F_max (eV Å⁻¹): 0.4
LUMO energy (eV): -0.03

***

Record 6
Here is a molecular structure, C5H3NO6 from the Open Molecules 2025 dataset. Energies are from the ωB97M-V functional and the def2-TZVPD basis.

The geometry in XYZ format:
```
15
Properties=species:S:1:pos:R:3
C 0.8133 -2.2415 -1.2814
C -1.8277 1.7039 0.4393
C 1.1463 0.2103 0.6552
C -1.2810 0.4735 -0.3735
C 0.0960 0.1377 -0.1467
N 1.9620 -1.9255 -1.2264
O -1.6577 2.8522 0.0467
O 0.9824 0.1755 2.0793
O -0.2597 -2.6712 -1.5371
O -2.3209 1.2540 1.4794
O 2.3682 0.0384 0.2154
O -0.1835 0.6398 -1.3657
H -2.1260 -0.2470 -0.6326
H 0.0702 0.6039 2.1858
H 2.2181 -1.0041 -0.5377
```

Calculated values
Total charge: -2
Gap between HOMO and LUMO (eV): 6.1
F_max (eV Å⁻¹): 2.2
LUMO energy (eV): 6.37

***

Energy above the lowest of the compared OMol25 structures with the same formula, charge and spin values, unit kJ/mol, following the record order: 537.4; 127.5; 54.4; 67.1; 124.6; 191.6.